162
Properties=species:S:1:pos:R:3:forces:R:3:lowdin_charge:R:1 method="wB97M-V/def2-TZVPD" relative_energy_kcal_mol=116.2 e_lumo_ha=-0.00186
C 3.666 2.152 -10.841 0.506 -1.480 0.054 -0.0786
C 3.612 3.503 -10.318 0.637 2.195 1.351 -0.3704
O 2.930 4.440 -11.095 -0.614 -0.106 -1.228 -0.0733
H 2.641 1.867 -11.079 0.178 -0.473 -0.165 0.0999
H 4.063 1.615 -9.979 -0.341 -0.690 -0.010 0.0711
H 4.394 1.893 -11.610 -0.333 0.466 -0.439 0.0732
H 4.558 4.001 -10.109 0.781 -0.754 0.118 0.1072
H 3.133 3.430 -9.341 -0.371 0.052 0.374 0.1071
H 3.131 5.280 -10.676 -0.439 0.467 0.010 0.0373
C 11.455 -0.496 -10.020 -2.511 -0.437 0.538 -0.1110
C 12.470 -1.478 -9.622 1.803 0.901 -0.155 -0.3108
O 13.213 -0.888 -8.531 -0.189 -0.781 0.044 -0.0981
H 11.794 0.505 -10.287 0.146 -0.259 -0.355 0.0885
H 10.798 -0.409 -9.155 -0.108 0.529 0.260 0.0716
H 10.773 -0.973 -10.724 0.167 0.501 -0.732 0.0796
H 13.167 -1.556 -10.456 0.148 -0.772 -0.100 0.1102
H 12.045 -2.445 -9.352 0.226 0.150 0.202 0.1215
H 13.334 0.015 -8.833 0.249 0.166 0.304 0.0460
C 14.358 9.823 -6.588 2.040 0.292 0.105 -0.1010
C 12.950 9.732 -6.108 0.262 0.123 0.502 -0.3563
O 12.106 9.877 -7.210 -0.187 0.173 -0.290 -0.0746
H 15.160 9.684 -5.863 -0.383 0.113 0.937 0.0664
H 14.524 10.845 -6.927 -0.015 -0.067 -0.463 0.0760
H 14.743 9.123 -7.330 -0.940 -0.086 -0.559 0.0671
H 12.796 10.563 -5.418 -0.100 0.292 0.129 0.1076
H 12.732 8.859 -5.492 -0.004 -0.466 -0.312 0.0902
H 11.497 9.135 -7.216 -0.496 -0.149 -0.067 0.0204
C 9.218 5.212 -14.939 1.615 0.275 -0.452 -0.0864
C 8.502 5.321 -16.278 -0.933 -0.200 0.809 -0.3090
O 7.332 6.082 -16.066 -1.341 0.088 -0.671 -0.0996
H 10.192 5.676 -15.093 0.402 -0.292 0.379 0.0668
H 9.355 4.188 -14.590 0.017 0.066 -0.061 0.0725
H 8.786 5.795 -14.125 -0.445 -0.085 -0.230 0.0673
H 8.183 4.329 -16.597 -0.282 0.022 -0.012 0.1064
H 9.040 5.723 -17.136 0.593 0.211 0.325 0.1048
H 7.505 6.903 -15.600 0.379 -0.081 -0.043 0.0815
C 5.747 0.844 -6.434 -0.855 -0.549 0.061 -0.0722
C 6.909 1.673 -6.906 -0.453 -0.447 1.080 -0.3200
O 7.793 0.884 -7.663 0.515 0.035 -0.993 -0.0903
H 5.029 1.347 -5.786 0.150 0.483 -0.002 0.0686
H 6.050 -0.031 -5.858 0.232 -0.133 -0.133 0.0800
H 5.183 0.518 -7.307 0.001 -0.247 -0.012 0.0764
H 7.456 2.034 -6.035 -0.094 0.669 -0.047 0.0894
H 6.493 2.462 -7.532 0.609 0.209 -0.071 0.1120
H 8.241 0.226 -7.127 -0.124 0.026 0.224 0.1034
C 14.613 1.371 -6.627 -1.177 0.452 0.970 -0.0956
C 15.967 0.901 -6.338 2.615 -1.336 -0.816 -0.3315
O 16.283 0.400 -5.033 -1.140 0.822 0.624 -0.0728
H 14.509 1.570 -7.693 0.057 -0.228 -0.026 0.0795
H 14.489 2.338 -6.139 -0.497 0.007 0.200 0.0671
H 13.868 0.654 -6.282 -0.241 0.118 -0.199 0.0734
H 16.614 1.732 -6.618 0.521 0.007 0.136 0.1063
H 16.226 0.047 -6.964 -0.141 0.173 -0.716 0.1158
H 17.204 0.130 -5.013 -0.040 0.074 -0.191 0.0793
C 10.547 2.096 -5.419 0.175 0.252 -0.001 -0.0615
C 11.103 1.252 -4.281 -2.574 0.248 -0.037 -0.3247
O 12.322 1.685 -3.841 2.510 -0.173 -0.260 -0.0692
H 10.669 3.156 -5.198 0.318 0.049 -0.037 0.0511
H 9.471 2.001 -5.567 0.024 -0.462 0.040 0.0445
H 11.067 1.851 -6.345 -0.060 0.174 -0.124 0.0801
H 11.146 0.212 -4.604 -0.221 -0.165 0.275 0.1222
H 10.509 1.400 -3.380 -0.980 -0.619 -0.234 0.1149
H 12.897 0.932 -3.995 0.810 0.471 0.252 0.1015
C 7.821 3.975 -2.509 0.152 -0.199 0.433 -0.0775
C 8.223 4.722 -3.759 1.073 -1.540 0.408 -0.3588
O 8.345 6.064 -3.511 -1.202 2.532 -0.023 -0.0710
H 6.790 4.279 -2.330 0.029 -0.145 0.530 0.0762
H 8.469 4.233 -1.671 -0.132 0.261 0.112 0.0774
H 7.879 2.888 -2.559 -0.149 -0.074 -0.433 0.0681
H 7.411 4.499 -4.451 0.296 0.575 -0.649 0.1037
H 9.207 4.457 -4.144 -0.197 -1.011 -0.350 0.0997
H 9.105 6.295 -2.973 0.129 -0.440 0.008 0.1007
C 9.662 8.928 -4.770 -0.482 -1.722 -1.100 -0.0421
C 9.140 8.084 -5.980 -0.727 1.029 0.351 -0.2899
O 10.116 8.091 -6.982 0.694 -0.525 -0.709 -0.0997
H 9.883 9.948 -5.083 -0.387 0.003 0.112 0.0787
H 10.608 8.484 -4.463 0.003 -0.053 0.194 0.0616
H 8.932 8.816 -3.968 0.122 0.486 0.086 0.0662
H 8.247 8.502 -6.445 -0.365 0.777 0.359 0.1043
H 8.796 7.059 -5.837 0.581 -0.154 1.058 0.0922
H 9.847 7.373 -7.560 0.380 -0.292 -0.484 0.0628
C 15.403 4.941 -9.638 -0.079 -0.175 1.053 -0.0617
C 16.019 4.987 -8.216 -1.110 -0.079 -0.664 -0.3454
O 17.322 4.575 -8.381 1.949 -0.517 -0.428 -0.0743
H 14.330 5.120 -9.567 0.001 0.344 -0.215 0.0594
H 15.514 3.934 -10.041 0.143 -0.061 0.077 0.0696
H 15.910 5.621 -10.321 -0.185 0.143 0.149 0.0753
H 15.495 4.298 -7.554 -0.361 -0.168 0.044 0.0790
H 15.958 5.968 -7.744 -0.093 0.334 -0.189 0.1043
H 17.836 4.515 -7.572 -0.286 0.157 0.187 0.0894
C 2.543 4.301 -5.732 -0.510 0.394 1.270 -0.0740
C 3.903 4.629 -6.262 0.181 -0.222 -0.148 -0.2731
O 3.887 5.876 -6.973 0.324 -0.040 -0.602 -0.1017
H 1.761 4.287 -6.492 0.252 0.005 -0.149 0.0869
H 2.273 5.040 -4.977 -0.243 0.254 -0.066 0.0767
H 2.504 3.369 -5.168 0.251 -0.270 -0.289 0.0786
H 4.175 3.808 -6.925 0.326 0.430 -0.537 0.1018
H 4.701 4.706 -5.523 -0.235 -0.224 0.363 0.1149
H 4.072 6.634 -6.415 0.051 -0.229 0.465 0.1150
C 12.675 8.182 -11.732 -0.730 0.411 -0.257 -0.0838
C 11.781 7.594 -10.671 1.012 -0.502 0.571 -0.3394
O 10.787 6.722 -11.165 -0.262 0.027 -0.586 -0.0761
H 13.535 8.659 -11.262 -0.116 0.117 0.080 0.0761
H 12.086 8.933 -12.258 0.370 0.014 -0.509 0.0734
H 13.067 7.412 -12.397 -0.229 0.019 -0.125 0.0773
H 11.305 8.361 -10.060 0.287 0.196 0.119 0.1132
H 12.492 7.007 -10.088 -0.215 -0.102 0.813 0.0939
H 10.193 6.563 -10.428 -0.198 -0.251 0.014 0.0515
C 6.359 -1.670 -10.069 0.039 -0.333 -0.374 -0.0795
C 6.720 -0.454 -10.901 -0.311 -1.553 -1.214 -0.3636
O 6.705 0.716 -10.206 -0.671 1.843 0.427 -0.0793
H 6.151 -2.565 -10.656 0.499 -0.005 -0.467 0.0697
H 5.387 -1.544 -9.591 0.344 0.414 0.705 0.0745
H 7.221 -1.883 -9.437 -0.470 -0.180 0.642 0.0689
H 6.000 -0.396 -11.717 -0.156 0.380 -0.056 0.1103
H 7.681 -0.589 -11.397 0.337 -0.274 -0.044 0.1051
H 7.223 0.693 -9.398 0.302 -0.318 0.293 0.0309
C 5.571 4.370 -13.462 2.338 1.437 0.711 -0.0993
C 4.587 4.171 -14.548 1.870 0.787 0.247 -0.3481
O 3.446 3.787 -13.889 -1.930 -0.601 -0.958 -0.0499
H 5.517 5.393 -13.089 -0.703 0.176 0.406 0.0718
H 6.597 4.449 -13.823 0.282 -0.881 0.009 0.0618
H 5.438 3.719 -12.598 0.441 -0.357 -0.206 0.0715
H 5.015 3.514 -15.305 -0.699 -0.748 -0.003 0.1128
H 4.613 5.154 -15.018 -1.089 0.156 -0.510 0.1070
H 3.627 3.866 -12.949 -0.591 0.184 0.194 0.0200
C 1.362 7.655 -10.819 0.888 0.559 1.355 -0.0534
C 1.835 7.476 -9.343 -2.221 1.804 -1.376 -0.3472
O 2.769 6.521 -9.288 2.436 -2.186 -0.481 -0.0937
H 1.107 6.661 -11.185 -0.422 0.291 -0.208 0.0765
H 2.143 8.093 -11.441 0.197 -0.209 -0.014 0.0699
H 0.574 8.407 -10.778 -0.446 -0.451 -0.368 0.0714
H 0.930 7.166 -8.819 -0.170 0.127 0.517 0.1101
H 2.225 8.398 -8.913 -0.281 0.416 -0.034 0.1166
H 3.253 6.518 -8.459 -0.212 -0.304 0.329 0.0435
C 8.595 3.487 -9.656 -0.398 -0.099 1.494 -0.0280
C 9.174 4.146 -8.315 1.790 -5.972 -2.315 -0.3642
O 8.983 5.431 -8.278 -1.238 4.716 0.826 -0.0466
H 9.127 2.585 -9.957 0.490 0.370 -0.253 0.0644
H 8.476 4.246 -10.429 0.489 -0.130 -0.139 0.0693
H 7.597 3.077 -9.500 -0.277 0.307 0.185 0.0344
H 10.248 3.961 -8.321 0.261 -0.047 -0.029 0.1120
H 8.821 3.577 -7.456 -0.369 0.075 0.298 0.0869
H 8.033 5.482 -8.149 -0.744 1.156 -0.327 0.0734
C 6.644 8.062 -9.951 -0.854 -0.148 0.702 -0.0593
C 6.116 6.650 -10.184 -0.801 -0.322 0.678 -0.2585
O 6.162 5.793 -9.013 1.696 -0.229 -0.066 -0.1083
H 6.187 8.470 -9.049 -0.198 0.037 0.137 0.0674
H 6.308 8.715 -10.756 0.400 -0.020 -0.183 0.0789
H 7.715 8.126 -9.755 0.071 -0.191 -0.467 0.0678
H 6.645 6.206 -11.028 0.148 -0.479 0.352 0.1029
H 5.049 6.570 -10.393 0.006 0.969 -0.783 0.0929
H 5.391 5.896 -8.450 -0.305 0.296 -0.117 0.0399
C 13.362 5.330 -5.110 -0.370 1.784 -2.509 -0.0921
C 13.804 4.836 -3.837 -0.534 -2.470 1.756 -0.3242
O 12.679 4.333 -3.122 -1.001 1.590 1.636 -0.1039
H 12.424 4.890 -5.447 0.324 -0.364 -0.262 0.0775
H 14.164 5.290 -5.848 -0.167 -0.243 -0.362 0.0626
H 13.151 6.395 -5.020 -0.228 0.175 -0.068 0.0672
H 14.274 5.669 -3.315 0.158 -0.579 0.643 0.1207
H 14.379 3.911 -3.874 1.249 0.543 -0.459 0.1111
H 12.387 3.473 -3.433 0.634 -0.219 -0.295 0.0199